ORCA calculation (ωB97M-V/def2-TZVPD) on the ion C35H37N2 with charge +1 at a distorted geometry.

Structure (XYZ):
```
74
Properties=species:S:1:pos:R:3
C 1.9462 2.0810 2.4000
N 1.9684 2.2407 0.9285
C 1.7469 1.2082 0.1389
C 1.8294 1.2957 -1.3486
C 2.3692 -0.0758 -1.8092
C 2.3213 -1.0255 -0.6006
C 1.7613 -0.2324 0.6432
C 0.4592 -0.7698 1.0804
C -0.6639 -0.3948 0.1670
C -0.8085 -0.9896 -1.0636
N -1.8963 -1.6824 -1.4685
C -2.0527 -1.9999 -2.8984
C -2.0070 -0.7494 -3.7430
C -1.2645 -0.7156 -4.9262
C -1.1641 0.4752 -5.6461
C -1.8163 1.6307 -5.1990
C -2.5932 1.5818 -4.0348
C -2.7082 0.3840 -3.3266
C -2.9638 -2.0280 -0.5199
C -2.5793 -3.0055 0.5738
C -3.2596 -2.9333 1.7922
C -2.9788 -3.8414 2.8080
C -2.0127 -4.8318 2.6041
C -1.3270 -4.9058 1.3869
C -1.6088 -3.9891 0.3671
C 0.1242 -0.6125 2.5944
C 1.0022 -1.2331 3.4960
C 0.6516 -1.3739 4.8424
C -0.5805 -0.8771 5.2857
C -1.3989 -0.1465 4.4188
C -1.0276 0.0137 3.0701
C 2.3904 3.5283 0.4322
C 3.5682 4.0983 0.9334
C 4.1317 5.2019 0.2883
C 3.4518 5.8145 -0.7742
C 2.2143 5.3144 -1.1997
C 1.6746 4.1718 -0.5933
H 2.0696 3.0701 2.8431
H 0.9957 1.6509 2.7325
H 2.7706 1.4413 2.7279
H 0.8177 1.4724 -1.7548
H 2.4775 2.0996 -1.7262
H 3.4188 0.0298 -2.1197
H 1.8343 -0.4538 -2.6938
H 3.3531 -1.3371 -0.3661
H 1.7506 -1.9374 -0.8291
H 2.5001 -0.3524 1.4493
H 0.5358 -1.8730 0.9728
H -1.4340 0.2927 0.5120
H -0.0315 -0.8594 -1.8330
H -3.0058 -2.5352 -3.0119
H -1.2296 -2.6777 -3.1828
H -0.7581 -1.6254 -5.2549
H -0.5742 0.5034 -6.5621
H -1.7265 2.5669 -5.7545
H -3.1158 2.4669 -3.6715
H -3.3222 0.3304 -2.4229
H -3.3545 -1.0994 -0.0609
H -3.7897 -2.4376 -1.1247
H -4.0123 -2.1485 1.9238
H -3.5268 -3.7827 3.7493
H -1.7994 -5.5543 3.3925
H -0.5807 -5.6823 1.2125
H -1.0839 -4.0408 -0.5961
H 1.9619 -1.6203 3.1336
H 1.3526 -1.8656 5.5243
H -0.8960 -1.0671 6.3128
H -2.3174 0.3195 4.7812
H -1.6339 0.6357 2.4073
H 4.0760 3.6329 1.7865
H 5.1048 5.5767 0.6132
H 3.8794 6.6894 -1.2632
H 1.6708 5.7908 -2.0143
H 0.7236 3.7538 -0.9318
```

## Properties
SMILES   C/[N+](=C1/CCC[C@@H]1[C@H](/C=C/N(Cc1ccccc1)Cc1ccccc1)c1ccccc1)c1ccccc1
E_HOMO   -9.56 eV
ΔE to the lowest compared entry with this formula, charge and spin   51.5 kcal per mole
2S+1   1
DFT total energy   -39867.6812 eV
Net charge   +1
Orbital gap   6.3 eV

***

ORCA calculation (ωB97M-V/def2-TZVPD) on a structure of composition C16H12AuN6O3Se at a distorted geometry.

Structure (XYZ):
```
39
Properties=species:S:1:pos:R:3
Au 0.0535 0.6358 -1.5989
N 2.3379 1.4384 -1.4515
C 2.1740 2.7274 -0.7898
C 0.8880 3.4320 -1.2319
O 0.6323 4.5710 -0.9304
N 0.0842 2.6423 -2.0123
C -1.0323 3.1544 -2.6202
C -2.4424 2.4542 -1.8183
O -3.2690 3.2831 -1.6596
O -2.2415 1.2709 -1.6281
H 2.9782 0.8385 -0.9438
H 2.6879 1.5607 -2.3967
H 3.0089 3.4116 -0.9851
H 2.1211 2.5828 0.2940
H -1.2177 2.7412 -3.6093
H -1.1440 4.2365 -2.5661
Se -0.2678 -4.7336 4.0519
N -0.2356 -2.9832 4.0979
C -0.2328 -2.5090 2.8665
C -0.2239 -1.1177 2.5139
C -0.2869 -0.0898 3.4632
C -0.2942 1.2203 3.0353
C -0.2141 1.4733 1.6667
N -0.1370 0.5135 0.7724
C -0.1625 -0.7700 1.1479
C -0.1583 -1.7843 0.1145
N -0.1000 -1.4056 -1.1750
C -0.1711 -2.3139 -2.1342
C -0.2866 -3.6759 -1.8780
C -0.3078 -4.1032 -0.5680
C -0.2413 -3.1514 0.4555
C -0.2519 -3.5115 1.8460
N -0.2739 -4.7510 2.3000
H -0.3414 -0.3508 4.5090
H -0.3604 2.0396 3.7330
H -0.2157 2.4835 1.2828
H -0.1330 -1.9428 -3.1469
H -0.3488 -4.3709 -2.6988
H -0.3723 -5.1481 -0.3076
```

## Properties
E_HOMO (spin up / spin down)   -11.80 / -12.22 eV
<S²>   2.0105
2S+1   3
DFT total energy   -100900.7048 eV
Net charge   +1
Orbital gap (spin up / spin down)   7.8 / 7.1 eV

***

ORCA calculation (ωB97M-V/def2-TZVPD) on an isolated molecule of C3H5NOS at a distorted geometry.

Structure (XYZ):
```
11
Properties=species:S:1:pos:R:3
C -2.1904 0.7972 -0.0176
N -1.1444 0.2844 0.3554
S -0.6439 -1.2746 -0.2821
C 0.9378 -1.0331 0.4909
C 1.7430 0.1363 -0.4145
O 3.1279 0.4082 -0.0632
H -2.5591 1.8351 0.4739
H -2.5325 0.4954 -1.1898
H 0.8878 -0.5982 1.4137
H 1.4409 -1.8127 0.3930
H 0.9328 0.7619 -1.1597
```

## Properties
SMILES   C=NSCC=O
E_HOMO   -9.29 eV
ΔE to the lowest compared entry with this formula, charge and spin   141.5 kcal per mole
2S+1   1
DFT total energy   -17559.1324 eV
Orbital gap   9.0 eV

***

ORCA calculation (ωB97M-V/def2-TZVPD) on a structure of composition C12H7IrN2O5 at a distorted geometry.

Structure (XYZ):
```
27
Properties=species:S:1:pos:R:3
O 0.4422 -6.5008 0.8067
C 0.1383 -5.6788 0.0482
Ir 0.9214 -1.5770 -1.2293
O -0.6692 -1.7223 1.3746
C -0.1045 -1.7119 0.3543
C 1.6864 0.3150 -0.9779
O 2.6618 0.7331 -1.5672
C 0.2173 -2.3131 -2.8324
O -0.2067 -2.7582 -3.8209
C 2.5984 -2.3428 -0.7330
O 3.6213 -2.7483 -0.3628
H 0.2565 -4.5098 -0.4357
N 0.8741 2.6255 1.6130
C 1.7558 1.9149 0.9023
N 1.0658 1.1075 0.0696
C -0.3197 1.3589 0.2341
C -1.3646 0.9493 -0.5548
C -2.5979 1.5687 -0.3231
C -2.7453 2.5490 0.6755
C -1.6475 2.9726 1.4491
C -0.4392 2.3159 1.2226
H 1.1182 3.2997 2.3291
H 2.8303 1.9488 0.9912
H -1.1796 0.2120 -1.3510
H -3.4652 1.2599 -0.9141
H -3.7265 2.9997 0.8112
H -1.7220 3.7327 2.2206
```

## Properties
E_HOMO (spin up / spin down)   -15.12 / -21.79 eV
ΔE to the lowest compared entry with this formula, charge and spin   0.0 kcal per mole
<S²>   8.7883
2S+1   6
DFT total energy   -28574.7564 eV
Net charge   +3
Orbital gap (spin up / spin down)   3.1 / 6.0 eV

***

ORCA calculation (ωB97M-V/def2-TZVPD) on a cluster of 2 separate species, C3H7N3 in total at a distorted geometry.

Structure (XYZ):
```
13
Properties=species:S:1:pos:R:3
C 2.7781 0.5025 0.8815
C 1.4486 -0.4938 -1.0366
C -2.1773 -0.0694 1.0770
N 2.1393 -0.0671 0.1499
N 0.2399 -0.2819 -1.2497
N -1.7731 0.4155 -0.0438
H 3.2887 0.8598 1.8759
H 2.1916 -0.8713 -1.6880
H -2.8836 -0.9521 1.1628
H -1.7718 0.3083 1.9905
H 0.0192 -0.6624 -2.2063
H -2.3182 0.1375 -0.8665
H -1.1814 1.1743 -0.0466
```

## Properties
E_HOMO   -20.45 eV
ΔE to the lowest compared entry with this formula, charge and spin   55.4 kcal per mole
2S+1   1
DFT total energy   -7673.5841 eV
Net charge   +2
Orbital gap   10.9 eV

***

ORCA calculation (ωB97M-V/def2-TZVPD) on a cluster of 2 separate species, C2H5N3S in total at a distorted geometry.

Structure (XYZ):
```
11
Properties=species:S:1:pos:R:3
C 0.0692 0.0452 0.3799
C 1.3519 0.3188 -0.3348
N -0.7250 1.1894 0.4663
N -1.9008 1.0478 0.2110
N -0.7754 -0.9693 -0.3921
S -2.4786 -0.4361 -0.2338
H 0.3788 -0.4694 1.7210
H 2.1673 0.1261 0.2786
H 1.4389 1.3191 -0.6769
H 1.4232 -0.2904 -1.3699
H -0.9497 -1.8811 -0.0492
```

## Properties
E_HOMO   -8.67 eV
ΔE to the lowest compared entry with this formula, charge and spin   100.3 kcal per mole
2S+1   1
DFT total energy   -17456.7627 eV
Orbital gap   9.0 eV

***

ORCA calculation (ωB97M-V/def2-TZVPD) on a structure of composition C35H42Br2Cl2MgN5O10Si at a distorted geometry.

Structure (XYZ):
```
98
Properties=species:S:1:pos:R:3
Mg -0.0418 -0.1724 0.7597
O -3.6143 -1.0840 1.1520
C -2.4726 -1.4372 0.8841
O -1.4007 -1.1820 1.5612
C -2.2381 -2.2705 -0.3681
C -3.0264 -3.3443 -0.6572
C -2.7727 -4.1189 -1.7991
C -1.7238 -3.8220 -2.6350
C -0.9131 -2.7418 -2.3482
C -1.1641 -1.8720 -1.2420
O -0.5220 -0.7833 -1.0539
N 0.2341 -2.5335 -3.2301
O 1.1818 -1.8949 -2.8163
O 0.1536 -2.9480 -4.3811
N -3.6073 -5.2697 -2.0999
O -4.4584 -5.5943 -1.2871
O -3.3993 -5.8854 -3.1352
H -3.8549 -3.5980 -0.0106
H -1.5220 -4.4337 -3.5000
C 1.7416 2.0494 -0.8881
O 1.6450 0.7451 -0.3112
C 2.8080 0.0889 -0.0448
C 4.0629 0.6132 -0.2635
C 5.1826 -0.1692 0.0045
Br 6.9037 0.5684 -0.3029
C 5.0731 -1.4529 0.4666
C 3.7999 -1.9906 0.7001
C 2.6695 -1.2095 0.4775
O 1.4117 -1.6415 0.7368
C 3.6192 -3.3769 1.1359
N 2.4482 -3.9319 1.3321
C 2.6919 -5.2465 1.6981
C 1.8055 -6.2702 2.0189
C 2.3413 -7.4993 2.3541
C 3.7282 -7.7132 2.3737
C 4.6187 -6.7033 2.0560
C 4.0694 -5.4724 1.7167
N 4.6362 -4.2613 1.3514
H 2.2802 2.0003 -1.8343
H 2.2327 2.7295 -0.1906
H 0.7259 2.3829 -1.0658
H 4.1848 1.6149 -0.6459
H 5.9668 -2.0346 0.6474
H 1.4458 -2.6112 1.0241
H 0.7369 -6.0986 1.9988
H 1.6787 -8.3183 2.6069
H 4.1081 -8.6906 2.6436
H 5.6893 -6.8668 2.0689
H 5.6158 -4.0745 1.2480
O 1.1450 1.6782 4.4163
C 0.8417 1.3551 3.3020
N 0.5541 1.0638 2.1809
Cl 0.1619 3.6790 -4.2359
C -0.8129 2.2291 -4.5944
Cl -0.6250 0.9874 -3.3722
H -0.4882 1.8344 -5.5460
H -1.8507 2.5327 -4.6207
C -4.4318 4.2044 3.2412
C -3.6061 3.1273 2.5178
C -2.4078 2.7466 3.4044
C -4.4646 1.8562 2.4028
Si -3.0195 3.7271 0.7937
Br -1.9579 1.9216 -0.1044
C -1.6088 5.0475 0.7832
C -1.0699 5.2762 -0.6412
C -2.0756 6.4072 1.3284
C -0.4121 4.5720 1.6300
C -4.4211 4.0673 -0.4936
C -3.8505 4.2514 -1.9122
C -5.3962 2.8770 -0.5557
C -5.2337 5.3272 -0.1498
H -4.6978 3.8313 4.2374
H -5.3650 4.4284 2.7191
H -3.8839 5.1399 3.3784
H -2.7868 2.1896 4.2684
H -1.8809 3.6150 3.7914
H -1.6917 2.0988 2.8917
H -4.6678 1.4969 3.4192
H -3.9667 1.0418 1.8712
H -5.4278 2.0394 1.9324
H -1.7586 5.8519 -1.2581
H -0.8454 4.3419 -1.1624
H -0.1385 5.8529 -0.5729
H -2.8510 6.8601 0.7065
H -1.2230 7.0983 1.3436
H -2.4561 6.3386 2.3499
H -0.1124 3.5423 1.4086
H -0.6063 4.6423 2.6963
H 0.4441 5.2253 1.4166
H -3.1305 3.4720 -2.1785
H -3.3731 5.2219 -2.0403
H -4.6799 4.2008 -2.6292
H -4.8882 1.9126 -0.6448
H -6.0425 3.0002 -1.4342
H -6.0456 2.8396 0.3164
H -4.6234 6.2330 -0.1649
H -5.7131 5.2590 0.8286
H -6.0285 5.4552 -0.8960
```

## Properties
E_HOMO   -5.75 eV
ΔE to the lowest compared entry with this formula, charge and spin   15.7 kcal per mole
2S+1   1
DFT total energy   -243360.0854 eV
Net charge   -1
Orbital gap   7.5 eV

***

ORCA calculation (ωB97M-V/def2-TZVPD) on a structure of composition C3H6N2O2 at a distorted geometry.

Structure (XYZ):
```
13
Properties=species:S:1:pos:R:3
C 0.6004 0.5491 0.5492
C -1.6064 -0.4316 0.4537
C 1.7273 0.0445 -0.3910
N -0.1294 1.4439 -0.2322
N -1.2400 1.1417 -0.5624
O -0.3437 -0.5437 0.9259
O -2.0621 -1.3723 -0.4452
H 0.7975 1.1052 1.5636
H -2.3051 -0.1408 1.1514
H 2.5144 0.6450 -0.2680
H 1.4285 -0.0376 -1.3939
H 2.1106 -0.8804 -0.1927
H -1.4920 -1.5231 -1.1583
```

## Properties
E_HOMO   -8.48 eV
ΔE to the lowest compared entry with this formula, charge and spin   103.4 kcal per mole
2S+1   1
DFT total energy   -10280.3149 eV
Orbital gap   9.4 eV